[1]
A molecular structure, C31H59IrN6OSi5 at a distorted geometry, computed with wB97M-V/def2-TZVPD.

Output
* E: -86320.9717 eV
* energy above the lowest of the compared OMol25 structures with the same formula, charge and spin: 1.167 eV
* max |F|: 2.86 eV/Å

Atoms and positions in Å:
1 Ir 0.0123 0.1606 -0.2761
2 C 0.1693 -0.4750 -3.8053
3 Si -0.2098 0.8779 -2.5425
4 C 0.8309 2.3097 -3.2204
5 C -1.9205 1.4499 -3.1405
6 C 0.3796 1.8583 0.5997
7 Si 1.6579 2.2487 1.9406
8 C 0.9176 2.1777 3.6803
9 C 3.1875 1.1887 2.1307
10 C 2.2790 4.0252 1.7147
11 Si -0.9471 3.1291 0.5417
12 C -0.7830 4.4882 -0.7413
13 C -1.3666 4.0616 2.1223
14 C -2.4717 2.1736 0.1040
15 C -3.7182 2.7792 -0.0090
16 C -4.8162 2.0363 -0.3886
17 C -4.6292 0.6937 -0.6570
18 C -3.3663 0.1461 -0.5109
19 N -2.2878 0.8485 -0.1237
20 H 0.3696 -0.0056 -4.7749
21 H -0.6638 -1.1660 -3.9321
22 H 1.0438 -1.0614 -3.5213
23 H 0.3935 2.6009 -4.1808
24 H 1.8605 2.0115 -3.3977
25 H 0.8600 3.1894 -2.5799
26 H -1.8290 1.6557 -4.2109
27 H -2.2556 2.3697 -2.6483
28 H -2.7053 0.7039 -3.0150
29 H 1.1431 1.2216 4.1614
30 H -0.1641 2.2927 3.6981
31 H 1.3596 2.9714 4.2903
32 H 2.9896 0.1158 2.0547
33 H 3.6270 1.3856 3.1141
34 H 3.9319 1.4255 1.3723
35 H 1.7260 4.5715 0.9442
36 H 3.3291 4.0257 1.4211
37 H 2.1947 4.5879 2.6482
38 H 0.1110 5.0943 -0.5665
39 H -1.6516 5.1507 -0.6916
40 H -0.7215 4.0838 -1.7517
41 H -0.4751 4.5325 2.5512
42 H -1.7929 3.4073 2.8875
43 H -2.0909 4.8537 1.9123
44 H -3.8166 3.8378 0.2038
45 H -5.7951 2.4905 -0.4804
46 H -5.4483 0.0698 -0.9898
47 H -3.2072 -0.8884 -0.7063
48 C 3.0818 2.5743 -1.1223
49 Si 3.4524 0.7426 -1.2923
50 C 5.2440 0.6192 -0.7136
51 C 3.5640 0.1675 -3.0765
52 N 2.1980 -0.1961 -0.5298
53 C 2.4244 -1.4511 0.0126
54 C 3.6407 -1.8708 0.5679
55 C 3.8001 -3.1366 1.1271
56 C 2.7361 -4.0196 1.1317
57 C 1.5331 -3.6235 0.5540
58 C 1.3658 -2.3571 -0.0195
59 N 0.2225 -1.9340 -0.6673
60 Si -0.7691 -3.1126 -1.4990
61 C -1.5573 -4.6046 -0.6317
62 C -2.2051 -2.3754 -2.4492
63 C 0.4013 -3.9501 -2.7135
64 H 3.3225 3.1116 -2.0431
65 H 3.6971 3.0027 -0.3286
66 H 2.0342 2.7551 -0.8811
67 H 5.7976 1.4198 -1.2161
68 H 5.7126 -0.3307 -0.9822
69 H 5.3719 0.7653 0.3612
70 H 4.2835 0.7685 -3.6472
71 H 2.6034 0.2262 -3.5764
72 H 3.8914 -0.8767 -3.1084
73 H 4.4653 -1.1700 0.5909
74 H 4.7452 -3.4174 1.5763
75 H 2.8357 -5.0008 1.5788
76 H 0.6883 -4.3036 0.5555
77 H -2.2539 -4.3526 0.1694
78 H -0.8288 -5.3196 -0.2410
79 H -2.1375 -5.1300 -1.3994
80 H -3.1578 -2.7081 -2.0254
81 H -2.1746 -2.7114 -3.4901
82 H -2.1797 -1.2912 -2.4449
83 H 1.3185 -4.2596 -2.2025
84 H 0.6843 -3.2779 -3.5264
85 H -0.0525 -4.8430 -3.1593
86 O -2.2212 -1.8592 0.6612
87 N -2.7566 -2.3021 1.7509
88 C -2.1250 -3.2592 2.4744
89 C -2.6591 -3.7398 3.6523
90 C -3.8647 -3.2482 4.1244
91 C -4.5011 -2.2703 3.3771
92 C -3.9373 -1.8138 2.2044
93 H -1.1918 -3.6085 2.0560
94 H -2.1163 -4.5072 4.1881
95 H -4.2905 -3.6093 5.0510
96 H -5.4430 -1.8454 3.6971
97 H -4.3824 -1.0504 1.5859
98 N -1.0630 -0.0240 2.7523
99 N -0.0086 -0.6314 2.0221
100 H -1.4698 -0.6542 3.4305
101 H -1.7637 0.2779 2.0875
102 H -0.1105 -1.6357 1.9103
103 H 0.8653 -0.4535 2.5058

---

[2]
A molecular structure, C31H60BBrF6NO9 at a distorted geometry, computed with wB97M-V/def2-TZVPD.

Output
* E: -140055.3694 eV
* total charge: +1
* max |F|: 1.77 eV/Å

Atoms and positions in Å:
1 C 7.8175 0.0741 -1.8393
2 C 7.4865 1.3762 -1.1045
3 C 6.9861 2.4729 -2.0471
4 C 5.8343 2.0113 -2.9652
5 C 4.7164 3.0505 -3.0134
6 C 3.9296 3.1032 -1.7059
7 C 2.8431 2.0323 -1.6184
8 C 1.7568 2.2317 -2.7029
9 C 0.3173 2.3945 -2.2075
10 N -0.6055 1.2012 -2.3435
11 B -1.8868 1.6051 -1.5210
12 O -2.2178 2.9301 -1.3607
13 O -2.5812 0.6280 -0.9184
14 C -0.0678 -0.0506 -1.6778
15 C 0.5419 0.1900 -0.2849
16 C 0.1071 -0.7810 0.8208
17 O 1.1869 -0.8144 1.7251
18 C -1.1667 -0.3276 1.5803
19 F -2.2286 -1.0272 1.1454
20 F -1.4042 1.0022 1.5146
21 F -1.0552 -0.6310 2.8979
22 C 0.8819 -0.8102 -2.5990
23 C 1.2238 -2.1596 -1.9235
24 O 1.8133 -3.0197 -2.8925
25 C 3.1624 -3.1235 -2.8012
26 F 3.5567 -3.6037 -1.6006
27 F 3.7657 -1.9148 -2.9549
28 F 3.5924 -3.9462 -3.7684
29 O 0.3031 -1.1124 -3.8448
30 C -0.9544 -0.5665 -4.1609
31 C -2.1329 -1.4900 -3.7819
32 C -1.6971 -2.9231 -3.8796
33 C -2.7578 -3.8897 -4.1246
34 O -1.8382 -3.5002 -5.1255
35 C -1.0463 0.9414 -3.7660
36 Br -2.9648 1.4294 -3.9559
37 C -0.2827 1.7234 -4.8544
38 C -1.0163 2.0154 -6.1749
39 O -0.0265 2.3844 -7.1338
40 H 6.9236 -0.5310 -1.9503
41 H 8.5749 -0.4985 -1.3231
42 H 8.1549 0.2929 -2.8478
43 H 8.3945 1.7295 -0.6255
44 H 6.7106 1.2129 -0.3601
45 H 6.6356 3.2943 -1.4264
46 H 7.8131 2.8699 -2.6279
47 H 5.4530 1.0645 -2.5934
48 H 6.2500 1.8779 -3.9573
49 H 4.0527 2.8683 -3.8548
50 H 5.1791 4.0191 -3.1798
51 H 4.6155 2.9335 -0.8821
52 H 3.4670 4.0769 -1.5624
53 H 2.3743 2.1520 -0.6477
54 H 3.2944 1.0481 -1.7107
55 H 2.0077 3.1757 -3.1787
56 H 1.8511 1.5152 -3.5071
57 H 0.3382 2.7543 -1.1889
58 H -0.1332 3.2060 -2.7561
59 H -2.1387 3.1790 -0.4338
60 H -3.1298 0.9414 -0.1946
61 H -0.8753 -0.7568 -1.5238
62 H 0.4114 1.1900 0.1114
63 H 1.6096 0.0379 -0.3631
64 H -0.0827 -1.7869 0.4630
65 H 1.3562 -1.7124 2.0119
66 H 1.8408 -0.3076 -2.6813
67 H 1.9071 -1.9641 -1.1035
68 H 0.3308 -2.6579 -1.5656
69 H -0.9855 -0.5392 -5.2438
70 H -2.9029 -1.4652 -4.5390
71 H -2.5106 -1.3400 -2.7745
72 H -0.8786 -3.2421 -3.2640
73 H -3.7450 -3.4858 -4.2621
74 H -2.5642 -4.8695 -3.7267
75 H 0.1324 2.6784 -4.5585
76 H 0.5576 1.0991 -5.1485
77 H -1.5350 1.1422 -6.5612
78 H -1.6464 2.8870 -6.0905
79 H 0.5329 1.6221 -7.2955
80 C -5.7262 0.1911 5.9971
81 C -6.1814 1.3417 5.1184
82 O -5.1172 2.1603 4.6582
83 C -4.1280 1.5107 3.8938
84 C -4.6496 0.8619 2.6212
85 H -5.1680 0.5660 6.8559
86 H -6.5850 -0.3734 6.3590
87 H -5.0776 -0.4997 5.4570
88 H -6.8331 2.0035 5.6869
89 H -6.7736 0.9724 4.2736
90 H -3.5919 0.7750 4.5056
91 H -3.4030 2.2845 3.6354
92 H -5.3693 0.0705 2.8310
93 H -3.8340 0.4111 2.0622
94 H -5.1480 1.6027 1.9915
95 C -2.5787 -2.9568 9.8311
96 C -2.6097 -3.9172 8.6549
97 O -3.2733 -3.4076 7.5108
98 C -2.7325 -2.2308 6.9484
99 C -1.2948 -2.3723 6.4750
100 H -3.5914 -2.6662 10.1126
101 H -2.1013 -3.4309 10.6884
102 H -2.0226 -2.0462 9.6038
103 H -3.1628 -4.8134 8.9336
104 H -1.5967 -4.2439 8.3947
105 H -2.8309 -1.3927 7.6481
106 H -3.3664 -1.9954 6.0928
107 H -0.6126 -2.5948 7.2960
108 H -0.9602 -1.4448 6.0076
109 H -1.2125 -3.1821 5.7480

---

| no. | molar mass (u) |
| --- | --- |
| 1 | 864.50 |
| 2 | 795.52 |